No. 1
{
  "formula": "C36H52BFN7OsS3Si",
  "method": "ωB97M-V/def2-TZVPD",
  "species": ["H", "N", "H", "C", "H", "C", "C", "N", "H", "H", "H", "H", "H", "N", "H", "C", "H", "N", "H", "H", "H", "H", "C", "C", "H", "H", "C", "H", "H", "H", "H", "C", "C", "H", "C", "C", "H", "B", "H", "C", "C", "H", "C", "H", "C", "C", "Os", "H", "C", "N", "S", "H", "H", "C", "C", "H", "C", "H", "C", "C", "C", "C", "C", "Si", "H", "H", "C", "C", "N", "C", "C", "H", "F", "H", "N", "H", "C", "H", "S", "H", "C", "H", "H", "H", "H", "H", "H", "H", "C", "C", "H", "H", "C", "S", "H", "C", "H", "H", "H", "C", "H", "H"],
  "positions_angstrom": [[2.8593, -3.3620, -3.6722], [0.7786, -2.1022, -3.0521], [4.8451, -0.2125, -1.0682], [-4.6541, -2.3390, 0.3468], [-0.3704, -3.9181, -5.4474], [3.1459, -6.1800, -2.3587], [-3.2167, -6.2446, -2.8125], [0.3000, -1.2539, -2.1702], [2.1076, -1.4394, -6.8201], [2.4240, -4.8600, 1.6098], [4.7153, -7.2468, -0.3574], [2.0511, -3.1273, -7.2836], [-1.2102, -3.2173, 2.1301], [0.3700, -0.2352, 2.8506], [-4.9623, -1.5178, -0.3024], [1.2329, 2.2008, 5.5224], [4.6389, -3.8095, -2.0289], [-1.0010, -3.9166, -1.1471], [0.1021, -5.8895, -2.0124], [-0.5855, -7.3395, -2.7480], [0.2933, 4.3250, 3.0539], [2.2000, -5.8852, -2.8054], [0.4059, 2.2045, 2.9197], [-0.1544, 0.3516, -3.8937], [1.0741, -4.8547, -5.8049], [-4.1680, -6.3336, -2.2954], [-0.7303, -6.2763, -2.5858], [-0.7512, -5.7896, -3.5536], [1.8223, -3.2324, 1.9085], [1.0279, -3.5808, 4.9994], [2.0575, -2.1750, 5.2281], [2.9002, -3.0749, -4.7192], [-3.3309, -4.1526, -0.7739], [3.2403, -7.2593, -2.4457], [2.6018, -1.5856, -0.5826], [-2.0904, -4.6443, -1.2525], [-1.3047, -6.9480, -0.0123], [0.2276, -1.8224, -0.6737], [2.0800, -7.6216, -0.5968], [0.5183, 3.4085, 3.5763], [1.0946, 1.0054, 4.8520], [-3.0626, -7.1700, -3.3615], [1.0255, -2.4953, 5.1037], [0.3076, -0.3476, -5.8531], [0.3143, -0.5704, -4.7992], [-0.6492, 1.6931, -4.2827], [0.0629, -0.0274, 0.6097], [-4.2292, -4.7366, -0.8887], [1.4827, -2.8112, -5.2421], [1.5408, -2.4609, -0.3782], [2.3932, 0.0020, 0.0775], [-5.4514, -3.0756, 0.3713], [1.5929, 2.1953, 6.5392], [-3.3923, -2.9280, -0.1624], [-1.3393, -2.7856, 3.1165], [1.1456, -6.1826, -0.2454], [2.9639, -4.3030, -0.7905], [4.6483, -0.8588, -2.6918], [4.8271, -1.1318, -1.6495], [3.8108, -3.4370, -1.4497], [3.7468, -2.0451, -1.2063], [3.1941, -5.8043, -0.8616], [0.6580, -4.0995, -5.1451], [0.1144, -1.6997, 3.6560], [3.9585, -5.7364, -2.9250], [3.3636, -3.8745, -5.2890], [1.5459, -2.3624, -6.7001], [0.8370, -1.7954, -4.3312], [-1.0369, -2.7176, -0.5773], [-0.1049, -0.0198, -2.5220], [0.6422, 0.9552, 3.5221], [-0.0198, 2.4668, -3.8372], [0.0091, 2.1928, 1.6051], [0.5513, -2.2416, -7.1209], [1.8932, -3.7809, -0.0992], [-1.6637, 1.8535, -3.9132], [2.1251, -6.6361, -0.1445], [3.5166, -2.1857, -4.8212], [-2.1733, -0.7156, 0.7925], [0.4975, -2.2807, 6.0342], [-2.1708, -2.2073, -0.0522], [-4.5183, -1.9245, 1.3443], [-2.2721, -2.2279, 3.1212], [-3.0682, -6.8593, -0.1010], [5.7998, -1.6138, -1.6015], [5.3765, -5.7157, -0.8986], [4.7048, -5.8594, 0.7207], [-2.1952, -8.0359, -1.0717], [0.9182, 3.4084, 4.9050], [1.6851, -4.1296, 1.3002], [0.6748, -4.4613, -4.1233], [0.9916, 4.3339, 5.4509], [-2.1617, -7.0249, -0.6762], [-0.4947, 1.1252, -1.3096], [-3.2863, -5.4340, -3.5352], [4.5840, -6.1693, -0.3135], [2.3519, -6.7888, 0.9058], [1.3565, 0.0869, 5.3514], [0.6880, -4.5269, 1.4729], [-2.0411, -6.0327, -1.8455], [-0.6396, 1.8166, -5.3627], [-1.4614, -3.6049, 3.8222]],
  "forces_ev_per_angstrom": [[0.0317, -0.0746, -0.0058], [0.2722, -0.7592, 0.0120], [0.1048, 0.0240, 0.0080], [-0.1866, 0.1302, 0.0471], [-0.1929, -0.0361, -0.0226], [-0.0496, 0.1192, 0.0530], [0.0973, 0.1049, 0.0992], [-0.3542, 0.9484, -0.4296], [0.0580, 0.1449, -0.0556], [-0.0468, -0.0204, 0.0651], [-0.0029, -0.1166, -0.0166], [0.0392, -0.0653, -0.0300], [0.0566, -0.0498, -0.1765], [-0.7253, -1.3265, -1.3464], [-0.0665, 0.0607, 0.0068], [-0.0082, 0.2069, 0.0418], [0.0339, -0.1932, -0.0481], [0.5484, -0.6082, -0.5488], [0.2008, -0.0024, -0.0257], [-0.0210, -0.1537, -0.0159], [-0.0433, 0.0889, -0.0709], [-0.1072, 0.0278, -0.1162], [0.3245, -0.6825, 0.9081], [0.1518, -0.3558, 0.2302], [0.0690, -0.1236, -0.0586], [-0.1297, -0.0266, 0.0285], [-0.1975, 0.0973, 0.0883], [0.0401, 0.0742, -0.1329], [0.1625, 0.0923, -0.0723], [-0.1921, -0.0380, -0.2349], [0.0322, 0.1757, -0.0496], [-0.1783, 0.0526, -0.0257], [0.3403, 0.5614, 0.2145], [0.0318, -0.0851, 0.0099], [-0.0479, -0.5842, 0.2872], [-0.2817, 0.3118, 0.1528], [0.1368, -0.0073, 0.1502], [-0.2332, -0.0998, -0.4670], [0.0169, -0.1079, -0.0405], [-0.0210, -0.0388, -0.0575], [-0.1305, -0.0028, -0.4790], [0.0127, -0.0761, -0.0181], [0.0494, 0.6010, -0.5729], [0.0156, 0.0547, -0.1163], [-0.0467, -0.0343, 0.6279], [-0.0866, 0.2969, -0.0128], [0.2934, 0.2397, 1.2299], [-0.0918, -0.1000, -0.0123], [0.1315, -0.4231, -0.0825], [0.9731, 0.3335, 0.4316], [-0.5590, 0.2740, -0.0954], [-0.0378, -0.0217, 0.0093], [-0.0121, 0.0088, 0.1040], [0.3700, -0.2740, -0.1891], [0.6101, 0.3334, 0.3434], [-0.2432, -0.0285, 0.0433], [-0.2680, 0.0206, -0.0875], [0.0229, 0.0447, -0.0581], [0.1790, 0.1457, -0.0253], [-0.0945, 0.7002, 0.2383], [-0.3025, -0.4192, 0.0412], [0.1778, -0.3106, 0.1637], [0.1480, 0.1667, 0.0075], [-0.5382, -0.6770, 0.0162], [0.0863, 0.1148, -0.0734], [0.0541, -0.1055, -0.0945], [-0.0407, 0.0377, 0.2131], [-0.1708, 0.4725, -0.1652], [-1.1913, 0.4058, 0.7081], [0.2988, -0.6418, -0.4924], [0.5324, 1.5146, 0.4727], [0.0034, 0.0596, -0.0519], [-0.1870, -0.0486, -0.3745], [-0.1284, 0.0709, -0.1199], [0.1039, 0.0727, -0.6792], [-0.0339, 0.0258, -0.0553], [0.0868, 0.0494, -0.0270], [0.1612, 0.1478, -0.0036], [0.4353, 0.2722, 0.0140], [-0.1653, 0.1281, 0.0738], [0.0170, -0.6373, -0.4162], [-0.0969, -0.0094, 0.1057], [0.0162, 0.2254, -0.0388], [-0.1457, -0.0046, 0.1282], [0.0720, 0.0226, 0.0435], [0.1479, 0.0733, -0.0817], [0.0026, 0.0379, 0.1875], [-0.0184, -0.1225, -0.0163], [0.0296, -0.3230, -0.1811], [-0.2171, -0.3369, 0.3338], [-0.0308, -0.0926, 0.0923], [0.0481, 0.1292, 0.0088], [0.0284, 0.1212, -0.1431], [-0.0717, 0.2828, 0.5628], [-0.0082, 0.0608, -0.1165], [-0.1613, 0.0998, -0.0400], [-0.0186, -0.0007, 0.1488], [0.0227, -0.1370, 0.1569], [-0.1111, -0.1035, -0.0248], [0.1873, -0.3184, -0.0882], [-0.0252, 0.0213, 0.0185], [0.2531, -0.0831, 0.1533]],
  "energy_ha": -3484.8361,
  "spin_multiplicity": 5,
  "e_above_lowest_kcal_mol": 64.08,
  "orbital_gap_ev": [6.36, 5.00],
  "homo_ev": [-15.2, -15.8],
  "charge": 3
}

---

No. 2
{
  "formula": "C21H59N4O5",
  "method": "ωB97M-V/def2-TZVPD",
  "species": ["C", "O", "H", "C", "H", "H", "C", "H", "H", "C", "H", "H", "H", "C", "C", "C", "N", "H", "H", "H", "H", "H", "H", "H", "H", "H", "H", "C", "C", "H", "H", "H", "N", "H", "N", "O", "C", "H", "H", "H", "H", "O", "H", "H", "H", "H", "H", "H", "H", "H", "H", "C", "C", "C", "N", "C", "H", "H", "H", "O", "C", "H", "H", "C", "H", "O", "H", "H", "H", "H", "H", "H", "H", "H", "C", "C", "H", "H", "H", "C", "H", "H", "C", "H", "H", "H", "C", "H", "H"],
  "positions_angstrom": [[-1.2177, -0.2248, 9.0831], [1.4764, 0.4931, 5.5436], [6.3750, -1.7313, -1.2619], [0.5525, 1.4439, 6.1387], [-0.3645, 1.6289, 5.5792], [0.9491, 2.4555, 6.0522], [-2.4486, -5.9634, -2.5628], [5.6126, -0.2104, -0.7783], [-0.9071, 4.3865, -2.9303], [-2.1612, 4.6723, 0.2309], [-0.7042, -4.5810, -4.3829], [7.2216, -2.0635, -3.3613], [-3.0853, 4.3288, 0.6958], [-1.8222, -7.0957, -3.4791], [-0.8464, 4.7331, -1.8986], [4.9205, 1.9767, -2.7043], [-2.6694, -4.6697, -3.3530], [-0.4889, 1.7583, 7.9924], [-2.3406, 6.8533, -1.5806], [-2.9199, -0.6302, 7.1361], [4.1750, -0.5437, -4.2399], [-0.5218, 5.7697, -1.8084], [4.6109, -2.0513, -3.3201], [-5.1228, 5.1319, 0.2507], [-0.6744, -2.4429, 7.4719], [-2.9275, -5.4121, -5.4113], [-3.4996, -6.1921, -2.3863], [0.1022, -0.3063, 0.9054], [-0.0990, -1.5389, 7.2728], [-0.6444, -3.8535, -2.7965], [6.9184, -1.0025, -4.7950], [7.3498, -0.3410, -1.2504], [-2.2994, 4.7639, -1.3505], [-3.9852, 7.0002, 0.1683], [5.9120, -0.4014, -2.8792], [-2.6694, -7.7312, -4.4011], [0.1726, 1.0009, 7.5716], [7.0208, 1.4195, -3.0557], [-2.0150, 0.5175, 9.0469], [-4.9526, 7.2771, -1.2158], [3.8285, -0.6607, -2.5677], [4.8293, 2.0779, -1.3029], [-2.4063, 0.9939, 6.5365], [-1.9193, -5.6948, -1.6486], [0.0741, -0.8366, -0.0465], [-3.3447, 6.1219, -2.7823], [-3.5368, -3.7798, -5.1544], [-0.9054, -6.7734, -3.9728], [5.9243, 1.0002, -4.3789], [-3.7612, 3.3046, -1.0233], [0.8058, -1.4321, 7.8711], [-3.1061, 6.0899, -1.7193], [6.3300, -0.6612, -1.4640], [-4.3096, 6.5256, -0.7578], [-0.8350, -0.1751, 7.6140], [-1.2829, -3.9954, -3.6685], [-1.5076, -1.2418, 9.3472], [-1.8367, 5.6674, 0.5353], [-0.3623, 0.0849, 9.6834], [1.0719, 0.6609, 0.8188], [7.0622, -1.0450, -3.7153], [1.4592, 0.5475, 4.5853], [1.1155, 0.7863, 8.0745], [4.5653, -0.9623, -3.3122], [8.0129, -0.5754, -3.4629], [-5.0307, 5.3924, -0.6687], [-1.3788, -3.1288, -4.3225], [-2.7676, -3.3727, -1.5867], [-3.4228, 3.6188, -2.7582], [-0.1611, 4.0820, -1.3559], [5.2381, 2.9367, -3.1112], [-1.9192, -0.5306, 5.6948], [0.1087, -1.4976, 6.2036], [-2.4724, -7.6103, -5.3328], [-3.3590, -3.5750, -2.4796], [-2.1310, -0.0544, 6.6522], [-0.9269, 0.0328, 1.0241], [-1.6818, -7.8692, -2.7240], [-3.4640, -2.7772, -3.2149], [-3.4487, -4.7681, -4.7031], [4.1205, 1.5221, -0.9708], [3.9464, 1.8226, -3.1684], [6.0228, 1.0521, -3.2946], [-1.3431, 4.1091, 0.6798], [-2.3484, 2.5838, -1.7520], [0.2314, -0.8665, 1.8314], [-2.9853, 3.4681, -1.7713], [-4.3997, -5.2871, -4.5833], [-4.3746, -3.9338, -2.3125]],
  "forces_ev_per_angstrom": [[-0.4660, 0.2541, -1.3097], [-1.1686, 0.5016, 1.0979], [-0.4155, -0.1094, -0.3510], [0.0335, -0.4619, -0.6329], [-0.2834, -0.8328, -0.4403], [0.6022, 0.0257, 0.9531], [-1.4064, 0.2681, -2.9492], [0.2622, 0.0713, -0.1103], [0.0613, 0.3671, -0.0062], [0.3064, 1.3433, -0.5840], [-0.1864, -0.8974, 0.3536], [-0.5254, -0.1590, -0.2665], [0.0445, 0.3959, -0.3436], [-0.2437, -0.0234, 1.1610], [-1.2155, 1.0710, -0.2545], [0.4948, 0.2948, -0.6505], [1.8865, 2.6867, -0.5236], [0.8587, 0.5150, 0.3600], [0.1905, 0.0437, -0.1657], [0.1109, 0.1794, 0.1522], [0.7982, -0.0632, -0.2010], [0.3448, -0.1966, -0.3341], [0.1383, 0.1576, -0.1510], [-0.4181, -0.0761, 0.0272], [-0.2731, 0.4586, 0.4577], [0.4436, 0.2172, 0.3115], [0.1743, -0.7219, 0.6306], [1.1892, 1.6550, -0.0221], [-0.1656, 1.9666, -0.3378], [-0.6141, 0.1760, 0.1689], [-0.4230, 0.0733, 0.2398], [-0.2222, 0.6127, -0.4247], [0.4843, -1.7035, 2.1961], [0.3137, -0.4846, 0.1991], [2.1920, -0.4270, -2.0549], [-1.0768, 0.3789, 0.2447], [-0.9289, 0.4028, -2.5823], [-0.1040, -0.1763, 0.2435], [-0.1646, -0.2376, 1.2532], [0.5201, 0.3167, -0.6156], [0.1178, -0.0882, 0.2474], [0.5602, -0.2182, -0.4533], [0.0913, -0.1358, 0.1452], [0.1586, -0.3015, -0.2242], [-0.1255, -1.3859, -0.1626], [-0.2343, -0.6775, 0.1600], [-0.1043, -0.0266, 0.4109], [0.1936, -0.0563, 0.4536], [-0.0539, 0.4008, 0.0074], [-0.1792, -0.0150, -0.5141], [0.0234, -0.6427, -0.2271], [1.2896, 1.2436, 1.1121], [-0.7923, -0.4251, 0.7667], [1.9284, 0.4556, -1.8965], [0.6857, -2.3305, -0.9363], [-0.2211, -1.1085, -1.3084], [-0.3583, 0.3066, -0.0006], [-0.7169, 0.2906, 0.0824], [-0.2207, 0.0126, -0.0571], [-0.2126, 0.4498, -0.0337], [-0.0174, -0.5657, 0.7226], [-0.0453, 0.2325, -0.3233], [-0.5503, -0.2855, 0.5900], [-0.0048, 0.0900, 1.3424], [-0.3118, 0.5173, -0.0081], [-1.9274, -2.4278, 1.4246], [-0.6878, 0.5526, 0.8515], [-0.1823, 0.0609, -0.2380], [0.0453, -0.0893, 0.1024], [-0.6004, -0.1358, 0.3548], [-0.0563, 0.3357, 0.2621], [0.3234, 0.2788, 0.1358], [0.3457, 0.0244, 0.2419], [0.3921, 0.2125, 0.1197], [-0.3928, -1.4490, -1.8295], [1.6028, -0.2442, 1.3674], [-1.0084, 0.7199, -0.0211], [0.8767, -0.0472, -0.0373], [0.2496, 0.4991, 0.7077], [0.6532, -0.8954, 0.6511], [-0.3681, 0.0176, 0.1562], [-0.0785, -0.4272, 0.0226], [-1.2715, 0.1109, 0.8553], [0.1002, -0.9119, -1.1885], [0.5265, 0.4935, 0.0101], [0.1330, -1.3286, 0.0501], [-0.7652, 0.6540, 0.3168], [-0.0966, 0.4326, 0.4909], [0.1381, -0.0350, 0.5599]],
  "energy_ha": -1429.5416,
  "spin_multiplicity": 1,
  "orbital_gap_ev": 5.18,
  "homo_ev": -10.6,
  "charge": 3
}